Entry from OMol25: C61H49Br2FGeN5OS2Sr as an isolated structure (ωB97M-V with the def2-TZVPD basis set).

```
123
Properties=species:S:1:pos:R:3:forces:R:3:mulliken_spin:R:1
Sr -0.293 -0.538 -0.373 0.8 0.5 -0.2 -0.24
S -2.792 0.955 -0.866 -0.1 0.1 0.2 0.01
C -2.977 2.092 0.448 -0.1 0.0 -0.1 0.00
C -4.253 2.608 0.709 0.0 0.0 0.0 -0.01
C -4.502 3.505 1.737 -0.1 0.0 0.0 0.03
C -5.843 3.976 1.948 0.1 0.0 0.0 0.00
N -6.920 4.353 2.097 0.0 0.0 0.0 0.02
C -3.441 3.938 2.550 0.0 0.0 0.1 -0.01
C -2.168 3.446 2.305 0.0 0.0 0.0 0.06
C -1.910 2.533 1.277 0.1 0.0 0.0 -0.02
S -0.271 1.944 1.092 -0.1 0.4 0.2 0.26
C -3.658 4.872 3.618 0.0 0.0 -0.1 0.00
N -3.832 5.626 4.470 0.0 0.0 0.0 -0.01
H -5.073 2.282 0.083 0.0 0.0 0.0 0.00
H -1.346 3.766 2.933 0.0 0.0 0.0 0.00
C -0.365 -3.326 3.940 -0.1 -0.1 0.0 0.02
C -0.365 -4.262 2.768 0.0 0.0 0.2 0.02
C -0.163 -5.649 2.966 0.0 0.0 0.0 0.00
C -0.164 -6.492 1.896 0.0 0.1 0.0 0.00
C -0.370 -5.972 0.599 0.0 -0.1 0.0 0.00
C -0.381 -6.756 -0.583 0.0 0.1 0.0 0.00
Br -0.117 -8.643 -0.502 0.0 0.0 0.0 0.00
C -0.565 -6.175 -1.801 0.0 0.1 0.0 0.00
C -0.748 -4.789 -1.895 0.0 -0.2 0.0 0.00
Br -0.912 -4.049 -3.635 0.0 0.0 0.0 0.00
C -0.745 -3.928 -0.797 0.0 0.1 -0.1 0.00
O -0.854 -2.664 -0.883 -0.2 -0.8 -0.2 0.00
C -0.564 -4.576 0.495 0.1 0.0 0.0 0.00
N -0.545 -3.755 1.573 0.0 0.0 -0.1 -0.01
H -0.386 -3.874 4.883 0.0 0.0 0.0 0.00
H -1.228 -2.661 3.897 0.0 -0.1 0.0 -0.01
H 0.530 -2.700 3.933 -0.3 -0.2 0.0 0.00
H 0.002 -6.023 3.969 0.0 0.0 0.0 0.00
H 0.002 -7.554 2.021 0.0 0.0 0.0 0.00
H -0.559 -6.770 -2.704 0.0 0.0 0.0 0.00
C 4.088 2.080 0.540 0.0 0.2 0.1 -0.02
C 4.919 1.188 1.460 0.0 0.0 0.1 -0.01
C 4.344 1.269 2.881 0.0 0.0 -0.1 -0.05
C 5.145 -0.278 1.086 0.1 0.0 0.0 0.02
C 6.239 -0.862 1.724 0.0 0.1 0.0 0.00
C 6.577 -2.189 1.550 0.0 0.0 0.0 0.00
C 5.788 -2.961 0.714 -0.1 0.0 0.0 0.00
C 4.692 -2.426 0.043 -0.1 0.0 0.0 0.01
C 3.943 -3.389 -0.870 0.0 -0.1 0.1 0.00
C 4.205 -3.139 -2.357 0.0 0.0 0.0 0.00
C 2.444 -3.501 -0.612 0.1 0.1 0.0 -0.01
C 4.353 -1.055 0.212 0.0 -0.2 -0.1 -0.01
N 3.273 -0.482 -0.478 -0.1 -0.1 -0.2 -0.03
C 3.613 0.230 -1.562 -0.1 -0.3 -0.1 0.01
C 4.903 0.329 -2.162 0.0 -0.2 -0.1 0.00
C 5.149 1.099 -3.290 -0.1 0.0 0.0 0.00
C 4.146 1.836 -3.909 0.0 0.0 0.1 0.00
C 2.867 1.783 -3.344 0.0 0.1 -0.1 0.00
C 2.647 1.021 -2.233 0.1 -0.1 0.0 -0.01
F 1.394 1.059 -1.684 -0.3 0.0 0.2 -0.01
H 4.117 3.099 0.938 0.0 0.0 0.0 0.00
H 3.047 1.755 0.497 0.1 0.1 0.1 0.01
H 4.470 2.104 -0.479 0.0 0.1 0.2 0.00
H 5.926 1.625 1.488 0.0 0.0 0.0 0.00
H 3.323 0.883 2.889 0.1 0.1 -0.1 0.07
H 4.310 2.304 3.230 0.1 0.0 0.0 0.00
H 4.918 0.675 3.596 0.0 0.0 0.0 0.00
H 6.840 -0.240 2.381 0.0 0.0 0.0 0.00
H 7.433 -2.616 2.061 0.0 0.0 0.0 0.00
H 6.023 -4.011 0.568 0.0 0.0 0.0 0.00
H 4.367 -4.374 -0.640 0.0 0.0 0.0 0.00
H 3.750 -2.207 -2.689 0.0 0.1 0.0 0.00
H 3.778 -3.954 -2.951 0.0 0.0 0.0 0.00
H 5.275 -3.081 -2.567 0.0 0.0 0.0 0.00
H 1.959 -2.582 -0.934 -0.1 0.0 0.0 0.00
H 2.220 -3.670 0.446 0.0 0.0 0.0 0.01
H 2.028 -4.334 -1.183 0.0 0.0 0.0 0.00
H 5.714 -0.233 -1.715 0.0 0.0 0.0 0.00
H 6.157 1.117 -3.693 0.0 0.0 0.0 0.00
H 4.339 2.438 -4.787 0.0 0.0 0.0 0.00
H 2.034 2.343 -3.750 0.0 0.0 0.0 0.00
N -0.474 -0.484 -3.092 0.0 0.0 -0.1 0.00
C -1.453 -0.339 -3.671 0.0 -0.1 0.0 0.00
C -2.685 -0.167 -4.391 0.0 0.1 0.1 0.00
C -3.242 1.106 -4.477 0.0 0.0 0.0 0.00
C -4.436 1.275 -5.156 0.0 0.0 0.0 0.00
C -5.069 0.182 -5.732 0.0 0.0 0.0 0.00
C -4.516 -1.088 -5.627 0.0 0.0 0.0 0.00
C -3.321 -1.271 -4.950 0.0 0.0 0.0 0.00
H -2.752 1.934 -3.983 0.0 0.0 0.0 0.00
H -4.882 2.259 -5.218 0.0 0.0 0.0 0.00
H -6.008 0.318 -6.255 0.0 0.0 0.0 0.00
H -5.021 -1.940 -6.061 0.0 0.0 0.0 0.00
H -2.884 -2.253 -4.834 0.0 0.0 0.0 0.00
C -3.668 -1.026 5.110 0.0 0.0 0.0 0.00
C -2.545 -0.991 5.927 0.0 0.0 0.0 0.00
C -1.342 -0.501 5.435 0.0 0.0 0.0 -0.01
C -1.230 -0.032 4.124 -0.1 0.0 0.0 0.14
C -2.367 -0.082 3.318 0.0 0.0 0.0 0.00
C -3.575 -0.570 3.802 0.0 0.0 0.0 0.00
Ge 0.504 0.607 3.418 -0.1 0.1 -0.2 0.25
C 1.870 -0.597 4.220 0.1 -0.1 0.2 0.16
C 2.370 -0.403 5.508 0.0 0.0 -0.1 0.03
C 3.375 -1.217 6.016 0.0 0.0 0.0 0.00
C 3.906 -2.235 5.235 0.0 0.0 0.0 0.00
C 3.426 -2.439 3.948 0.0 0.1 -0.1 -0.01
C 2.418 -1.625 3.452 0.2 0.1 0.0 0.20
C 0.796 2.355 4.302 0.0 0.0 0.1 0.06
C 0.118 2.718 5.465 0.0 0.0 0.0 0.02
C 0.297 3.969 6.050 0.0 0.0 0.0 0.00
C 1.172 4.881 5.481 0.0 0.0 0.0 0.00
C 1.858 4.538 4.322 0.0 0.0 0.0 0.01
C 1.663 3.294 3.739 0.0 0.0 0.0 0.01
H -4.607 -1.410 5.489 0.0 0.0 0.0 0.00
H -2.604 -1.353 6.947 0.0 0.0 0.0 0.00
H -0.471 -0.509 6.083 0.0 0.0 0.0 0.00
H -2.320 0.262 2.291 0.0 0.0 0.0 0.00
H -4.441 -0.593 3.151 0.0 0.0 0.0 0.00
H 1.994 0.415 6.116 0.0 0.0 0.0 0.01
H 3.755 -1.045 7.017 0.0 0.0 0.0 0.00
H 4.709 -2.855 5.619 0.0 0.0 0.0 0.00
H 3.860 -3.202 3.315 0.0 0.0 0.0 0.00
H 2.080 -1.771 2.430 0.0 0.0 0.0 0.00
H -0.592 2.033 5.915 0.0 0.0 0.0 0.00
H -0.265 4.232 6.938 0.0 0.0 0.0 0.00
H 1.307 5.859 5.928 0.0 0.0 0.0 0.00
H 2.533 5.247 3.857 0.0 0.0 0.0 0.00
H 2.178 3.064 2.813 -0.1 0.0 0.0 0.00
```
Forces are in eV/Å.

Computed properties:
* HOMO energy (spin up / spin down): -1.73 / -2.10 eV
* multiplicity: 2
* total charge: -2
* calculated total energy: -10855.040639 Eh
* <S²>: 0.758
* HOMO-LUMO gap (spin up / spin down): 5.19 / 5.56 eV